C17H19KO2 as an isolated structure at a distorted geometry, computed with the ωB97M-V functional and the def2-TZVPD basis.

Atoms and positions in Å:
K -0.313 -0.949 0.412
C -2.878 0.001 -2.725
C -1.402 -0.036 -2.474
C -0.717 -1.246 -2.429
C 0.651 -1.280 -2.200
C 1.349 -0.102 -1.992
C 0.680 1.110 -2.042
C -0.681 1.139 -2.292
H -3.192 -0.863 -3.305
H -3.155 0.905 -3.259
H -3.416 -0.005 -1.776
H -1.248 -2.169 -2.635
H 1.177 -2.228 -2.232
H 2.416 -0.124 -1.837
H 1.227 2.035 -1.919
H -1.191 2.090 -2.387
C 0.321 6.392 3.832
C 0.221 4.955 3.418
C 0.890 3.966 4.119
C 0.821 2.632 3.735
C 1.525 1.586 4.541
C 0.062 2.295 2.618
C -0.637 3.271 1.910
C -1.476 2.899 0.725
C -0.549 4.591 2.322
C 0.014 0.878 2.099
O -1.074 0.262 2.129
O 1.054 0.412 1.586
H 0.687 6.472 4.851
H -0.653 6.872 3.765
H 1.011 6.917 3.171
H 1.477 4.241 4.986
H 2.276 2.031 5.191
H 1.998 0.861 3.884
H 0.802 1.051 5.158
H -2.082 2.028 0.968
H -0.836 2.633 -0.114
H -2.123 3.724 0.440
H -1.094 5.352 1.779

Force components x, y, z for each atom (eV/Å):
K -0.51 -2.19 -1.69
C 0.04 -0.01 0.08
C 0.03 -0.08 -0.09
C 0.01 -0.09 -0.39
C 0.17 -0.10 -0.49
C 0.21 -0.08 -0.17
C 0.02 0.06 -0.05
C -0.02 0.07 -0.07
H -0.10 -0.04 -0.02
H -0.09 0.07 -0.05
H -0.13 0.00 0.00
H -0.05 -0.01 0.06
H 0.00 0.02 0.09
H 0.09 0.00 0.10
H 0.01 0.02 0.08
H -0.02 0.00 0.10
C 0.03 -0.09 -0.09
C -0.06 -0.02 0.06
C -0.11 0.02 -0.10
C 0.02 0.14 -0.08
C -0.02 -0.12 -0.06
C 0.04 -0.04 -0.06
C -0.03 0.08 0.20
C -0.02 -0.07 0.13
C 0.04 -0.02 0.02
C 0.12 0.72 0.62
O -1.14 0.64 1.39
O 1.45 0.68 0.52
H 0.03 0.10 0.08
H -0.04 0.15 0.02
H 0.02 0.16 0.03
H 0.07 -0.02 0.10
H 0.02 -0.01 0.04
H 0.10 -0.09 0.00
H 0.01 -0.08 0.10
H -0.10 0.03 -0.08
H 0.00 0.03 -0.12
H -0.05 0.09 -0.13
H -0.05 0.08 -0.06

Results
- F_max (eV/Å) = 2.8
- E_HOMO (eV) = -7.956
- charge = 0